# 1
Entry from OMol25: a cluster of 4 separate species, C17H45F3IN3O6P in total at a distorted geometry (ωB97M-V/def2-TZVPD).

## Properties
gap between HOMO and LUMO: 7.955 eV
HOMO: -5.28 eV
ΔE to the lowest compared entry with this formula, charge and spin: 0.000 eV
lowest unoccupied orbital energy: 2.7 eV
multiplicity: 1
total charge: -1

XYZ file:
```
76
C17H45F3IN3O6P, DFT ωB97M-V/def2-TZVPD
C -0.51 -3.01 -1.76
C 0.32 -1.80 -1.33
O -0.10 -1.40 -0.04
P 0.85 -0.30 0.86
O 0.85 0.80 -0.48
I 2.24 1.57 2.22
C 0.83 -1.42 2.41
C 2.02 -2.33 2.75
O 3.19 -1.65 3.15
C 2.38 -3.39 1.69
F 1.31 -3.82 1.00
F 2.92 -4.48 2.27
F 3.29 -2.96 0.79
H -0.11 -3.44 -2.69
H -1.55 -2.71 -1.95
H -0.51 -3.77 -0.98
H 1.39 -2.05 -1.33
H 0.17 -0.98 -2.05
H 2.09 -0.83 0.41
H -0.31 0.36 1.34
H 1.66 1.33 -0.47
H 0.71 -0.76 3.28
H -0.08 -2.03 2.33
H 1.74 -2.94 3.62
H 3.50 -1.08 2.44
C -3.65 3.06 -1.70
C -2.26 2.43 -1.60
C -1.57 2.22 -2.96
O -2.10 1.15 -3.73
C -3.25 1.45 -4.48
N -2.34 1.20 -0.83
H -4.39 2.32 -2.03
H -3.97 3.43 -0.73
H -3.67 3.89 -2.41
H -1.62 3.12 -1.04
H -0.53 1.96 -2.77
H -1.60 3.15 -3.55
H -3.22 2.48 -4.86
H -4.17 1.31 -3.91
H -3.26 0.77 -5.34
H -1.40 0.86 -0.66
H -2.76 0.49 -1.42
C -7.31 -1.92 -0.64
C -5.89 -1.39 -0.81
C -4.87 -2.00 0.16
O -4.99 -1.54 1.49
C -5.93 -2.21 2.29
N -5.91 0.07 -0.76
H -7.79 -1.48 0.24
H -7.92 -1.66 -1.51
H -7.32 -3.01 -0.52
H -5.56 -1.67 -1.82
H -3.87 -1.72 -0.16
H -4.93 -3.10 0.14
H -5.97 -3.28 2.05
H -6.94 -1.79 2.20
H -5.61 -2.10 3.33
H -4.99 0.42 -1.01
H -6.02 0.34 0.21
C 6.86 1.21 -0.08
C 5.99 1.73 1.06
C 6.43 3.07 1.63
O 7.59 3.03 2.45
C 8.82 3.04 1.76
N 5.85 0.69 2.07
H 7.80 0.79 0.29
H 6.34 0.41 -0.61
H 7.09 2.00 -0.80
H 4.98 1.90 0.66
H 5.63 3.45 2.27
H 6.59 3.80 0.82
H 8.77 3.66 0.86
H 9.14 2.03 1.47
H 9.57 3.46 2.43
H 5.14 0.96 2.75
H 6.72 0.62 2.59
```


# 2
Entry from OMol25: the ion C24H33FN5O4 with charge +1 at a distorted geometry (ωB97M-V/def2-TZVPD).

## Properties
gap between HOMO and LUMO: 7.262 eV
HOMO: -10.48 eV
structure (SMILES): CCOC(=O)N1CCN(C(=O)c2cn(CC)c3cc([NH+]4CCN(C)CC4)c(F)cc3c2=O)CC1
ΔE to the lowest compared entry with this formula, charge and spin: 0.198 eV
lowest unoccupied orbital energy: -3.2 eV
multiplicity: 1
total charge: +1

XYZ file:
```
67
C24H33FN5O4, DFT ωB97M-V/def2-TZVPD
C -6.18 6.07 -2.27
C -4.97 6.98 -2.14
H -4.53 7.18 -3.12
H -5.23 7.92 -1.65
O -3.96 6.41 -1.30
C -3.15 5.51 -1.88
O -3.20 5.18 -3.04
N -2.21 5.04 -1.02
C -1.33 3.97 -1.43
H -0.30 4.25 -1.19
H -1.44 3.86 -2.51
C -1.71 2.67 -0.72
N -1.71 2.89 0.71
C -0.91 2.30 1.60
O -0.77 2.68 2.75
C -0.17 1.06 1.17
C 1.11 0.92 1.57
N 1.87 -0.20 1.42
C 1.32 -1.31 0.85
C 2.05 -2.50 0.65
C 1.45 -3.60 0.09
C 0.11 -3.55 -0.30
C -0.63 -2.40 -0.13
C -0.04 -1.28 0.44
C -0.89 -0.07 0.60
O -2.06 -0.08 0.27
H -1.67 -2.34 -0.42
F -0.42 -4.66 -0.85
N 2.15 -4.86 -0.11
H 1.48 -5.49 -0.58
C 3.33 -4.76 -1.02
C 3.86 -6.18 -1.30
N 4.20 -6.90 -0.10
C 3.09 -6.93 0.82
C 2.54 -5.53 1.15
H 3.30 -4.93 1.65
H 1.67 -5.61 1.80
H 3.40 -7.43 1.74
H 2.29 -7.53 0.37
C 5.49 -6.57 0.48
H 5.69 -7.26 1.30
H 5.56 -5.55 0.87
H 6.25 -6.71 -0.27
H 4.74 -6.11 -1.94
H 3.09 -6.75 -1.83
H 4.09 -4.15 -0.53
H 3.02 -4.27 -1.94
H 3.08 -2.55 0.95
C 3.26 -0.15 1.85
C 4.20 0.16 0.69
H 3.96 1.13 0.26
H 4.11 -0.59 -0.10
H 5.22 0.18 1.04
H 3.35 0.63 2.61
H 3.52 -1.09 2.34
H 1.60 1.75 2.06
C -2.58 3.97 1.13
H -3.62 3.70 0.89
C -2.21 5.27 0.41
H -1.21 5.58 0.72
H -2.92 6.05 0.65
H -2.48 4.08 2.21
H -2.70 2.34 -1.04
H -0.99 1.89 -0.98
H -5.89 5.15 -2.77
H -6.94 6.56 -2.86
H -6.58 5.83 -1.29
```


# 3
Entry from OMol25: a structure of composition C11H25AlF4O5P (ωB97M-V/def2-TZVPD).

## Properties
gap between HOMO and LUMO: 9.689 eV
HOMO: -7.37 eV
lowest unoccupied orbital energy: 2.3 eV
multiplicity: 1
total charge: -1

XYZ file:
```
47
C11H25AlF4O5P, DFT ωB97M-V/def2-TZVPD
C 0.07 -3.00 1.56
C -0.22 -1.59 1.13
O -1.56 -1.51 0.57
P -2.64 -0.76 1.45
O -2.72 -1.20 2.85
C -2.44 1.04 1.32
C -1.13 1.60 0.75
C -0.86 1.25 -0.70
C 0.19 2.15 -1.34
O 1.30 2.41 -0.52
C 2.05 1.27 -0.18
C 2.60 0.49 -1.34
O 1.64 -0.45 -1.85
C 2.16 -1.74 -2.06
O -3.99 -1.09 0.65
C -3.96 -0.97 -0.78
C -5.38 -0.92 -1.31
H -0.50 -3.28 2.44
H -0.12 -3.69 0.74
H 1.13 -3.08 1.81
H 0.46 -1.26 0.35
H -0.13 -0.92 1.99
H -3.27 1.42 0.73
H -2.57 1.38 2.34
H -0.30 1.33 1.40
H -1.20 2.69 0.81
H -1.79 1.39 -1.27
H -0.57 0.21 -0.84
H 0.50 1.72 -2.30
H -0.26 3.12 -1.56
H 1.49 0.58 0.46
H 2.90 1.61 0.40
H 2.89 1.16 -2.15
H 3.49 -0.04 -1.00
H 1.47 -2.28 -2.71
H 3.14 -1.71 -2.54
H 2.24 -2.30 -1.12
H -3.43 -1.83 -1.20
H -3.41 -0.08 -1.09
H -6.02 -0.33 -0.65
H -5.37 -0.45 -2.29
H -5.79 -1.92 -1.42
F 5.05 0.66 1.05
Al 5.99 1.93 1.70
F 6.27 1.64 3.34
F 5.13 3.37 1.52
F 7.45 2.02 0.87
```


# 4
Entry from OMol25: a structure of composition C27H31InN3O9SSe (ωB97M-V/def2-TZVPD).

## Properties
gap between HOMO and LUMO: 7.782 eV
HOMO: -5.72 eV
ΔE to the lowest compared entry with this formula, charge and spin: 0.132 eV
lowest unoccupied orbital energy: 2.1 eV
multiplicity: 1
total charge: -1

XYZ file:
```
73
C27H31InN3O9SSe, DFT ωB97M-V/def2-TZVPD
In -0.22 -0.07 -0.39
O 4.25 -5.35 -1.98
C 3.39 -4.95 -2.78
O 3.05 -5.35 -3.90
C 2.57 -3.72 -2.27
C 1.60 -3.15 -3.09
C 0.87 -2.08 -2.62
N 1.06 -1.58 -1.39
C 2.00 -2.11 -0.60
C 2.78 -3.18 -1.01
C 2.17 -1.47 0.77
O 3.00 -1.91 1.54
O 1.36 -0.49 1.02
H 1.45 -3.57 -4.07
H 0.10 -1.60 -3.21
H 3.53 -3.60 -0.36
C -2.03 -3.87 -0.52
C -2.54 -2.65 -1.20
N -1.94 -1.48 -1.30
C -2.69 -0.71 -2.15
C -3.79 -1.42 -2.54
N -3.67 -2.63 -1.93
C -4.96 -1.15 -3.42
O -5.00 0.00 -4.03
O -5.79 -2.03 -3.56
C -2.16 0.59 -2.64
O -2.86 1.28 -3.39
O -0.97 0.87 -2.27
H -1.12 -3.64 0.03
H -1.81 -4.64 -1.27
H -2.76 -4.27 0.18
H -4.34 -3.38 -2.06
H -4.18 0.57 -3.80
C 2.94 1.91 -0.02
S 1.50 2.01 -1.10
C 2.21 1.35 -2.62
H 3.36 0.90 -0.03
H 2.60 2.13 0.99
H 3.68 2.64 -0.33
H 2.97 2.03 -3.00
H 1.39 1.27 -3.33
H 2.65 0.36 -2.45
C -2.06 -1.73 3.66
C -0.79 -2.12 2.96
C 0.44 -2.26 3.82
O -0.76 -2.32 1.77
H -2.21 -2.33 4.56
H -2.91 -1.83 2.98
H -1.98 -0.68 3.96
H 0.38 -1.64 4.71
H 1.34 -2.03 3.24
H 0.51 -3.30 4.14
C 1.99 6.01 2.19
C 1.08 4.84 1.96
C 1.18 3.69 2.72
C 0.34 2.59 2.52
C 0.52 1.37 3.38
C -0.63 2.66 1.51
Se -1.80 1.16 1.20
C -0.76 3.82 0.74
C -1.79 3.93 -0.36
C 0.10 4.89 0.97
H 2.80 5.75 2.87
H 1.44 6.85 2.63
H 2.43 6.36 1.25
H 1.94 3.63 3.49
H 1.29 1.55 4.14
H 0.82 0.52 2.77
H -0.41 1.12 3.89
H -1.58 3.23 -1.16
H -1.79 4.94 -0.77
H -2.78 3.70 0.01
H 0.00 5.78 0.37
```


# 5
Entry from OMol25: the molecule C4H6N2S2 at a distorted geometry (ωB97M-V/def2-TZVPD).

## Properties
gap between HOMO and LUMO: 8.277 eV
HOMO: -7.72 eV
structure (SMILES): Cn1cc(S)[nH]c1=S
ΔE to the lowest compared entry with this formula, charge and spin: 0.065 eV
lowest unoccupied orbital energy: 0.6 eV
multiplicity: 1

XYZ file:
```
14
C4H6N2S2, DFT ωB97M-V/def2-TZVPD
C -1.66 1.37 -0.07
C 0.78 0.69 -0.07
C 1.45 -0.49 -0.08
C -0.78 -0.95 -0.07
H -2.25 1.26 -0.99
H -2.29 1.20 0.76
H -1.20 2.39 0.00
H 1.16 1.70 -0.08
H 3.36 -1.06 1.12
H 0.62 -2.45 -0.12
N -0.58 0.40 -0.07
N 0.47 -1.49 -0.08
S 3.16 -0.82 -0.15
S -2.25 -1.76 -0.08
```


# 6
Entry from OMol25: a structure of composition C24H22IN7OPtS at a distorted geometry (ωB97M-V/def2-TZVPD).

## Properties
gap between HOMO and LUMO (spin up / spin down): 6.967 / 4.607 eV
HOMO (spin up / spin down): -13.69 / -13.70 eV
lowest unoccupied orbital energy (spin up / spin down): -6.7 / -9.1 eV
multiplicity: 3
total charge: +2

XYZ file:
```
57
C24H22IN7OPtS, DFT ωB97M-V/def2-TZVPD
Pt -19.10 3.33 4.40
N -16.39 2.04 8.19
C -16.75 2.54 7.02
N -17.98 2.77 6.64
C -18.99 2.47 7.54
N -20.23 2.60 7.18
N -20.46 3.02 5.90
C -21.71 3.10 5.57
C -22.08 3.50 4.20
C -23.42 3.78 3.91
C -23.78 4.18 2.63
C -22.80 4.22 1.67
C -21.47 3.95 2.02
N -21.13 3.62 3.26
C -18.65 2.03 8.89
C -19.59 1.80 9.91
C -19.16 1.41 11.14
C -17.80 1.26 11.46
C -16.88 1.47 10.47
C -17.31 1.82 9.21
H -15.42 1.96 8.43
H -15.94 2.75 6.33
H -22.52 2.88 6.27
H -24.14 3.72 4.70
H -24.81 4.44 2.39
H -23.06 4.52 0.67
H -20.68 4.04 1.28
H -20.65 1.87 9.67
H -19.92 1.27 11.90
H -17.49 1.01 12.46
H -15.83 1.41 10.64
I -17.06 3.75 -1.47
C -17.68 4.06 0.47
C -18.01 5.30 1.01
N -18.30 5.13 2.27
N -18.15 3.85 2.66
C -17.80 3.20 1.56
H -18.02 6.27 0.53
H -18.48 5.87 2.96
H -17.60 2.15 1.64
C -15.44 2.48 3.69
S -15.28 4.23 4.09
O -15.48 5.07 2.88
C -13.48 4.09 4.34
C -12.89 3.56 5.48
C -11.51 3.43 5.56
C -10.71 3.83 4.51
C -11.31 4.35 3.35
C -12.69 4.49 3.27
H -14.89 2.37 2.75
H -16.48 2.18 3.61
H -14.95 1.91 4.47
H -13.50 3.28 6.34
H -11.07 3.08 6.48
H -9.64 3.77 4.59
H -10.73 4.66 2.52
H -13.19 4.88 2.39
```